Record 1
Molecular formula: C13H28NO4P2Rh
Method: DFT, ωB97M-V with the def2-TZVPD basis set

For the HOMO energy (alpha / beta), the calculation gives -0.1404 / -0.2956 Eh. For the LUMO energy (alpha / beta), the calculation gives 0.4 / -1.9 eV. The energy relative to the best compared isomer or geometry (same formula, charge and spin) comes out at 10.5 kcal per mole.

Structure (ORCA input):
```
! wB97M-V def2-TZVPD RIJCOSX def2/J DEFGRID3
* xyz 0 5
C -2.01 2.78 1.50
C -1.18 1.66 1.35
N -0.51 1.41 0.21
C -0.53 2.30 -0.79
C -1.25 3.48 -0.65
C -2.01 3.72 0.49
C -0.79 0.92 2.59
P 0.18 -0.62 2.18
Rh 0.74 -0.31 -0.04
P 0.93 0.38 -2.18
C 0.29 2.08 -2.02
O -5.77 -1.02 1.04
O -2.66 -0.61 -2.28
H -2.64 2.83 2.38
H -1.12 4.21 -1.44
H -2.58 4.63 0.59
C 1.47 -0.24 3.40
C -0.65 -2.15 2.70
H -0.33 2.31 -2.90
H 1.16 2.75 -2.01
H -1.65 0.80 3.23
H -0.04 1.59 3.10
C 2.63 0.47 -2.81
C 0.00 -0.42 -3.52
H -0.12 -1.65 0.53
H -3.21 -1.33 -2.65
H -4.86 -1.26 1.24
H -6.11 -0.80 1.94
H 2.07 0.49 0.27
H -3.31 -0.05 -1.81
H 1.00 -0.19 4.40
H 2.27 -0.98 3.37
H 1.88 0.76 3.16
H -0.74 -2.21 3.80
H -1.64 -2.23 2.23
H -0.04 -2.99 2.33
H 0.25 0.08 -4.47
H 0.31 -1.48 -3.55
H -1.08 -0.33 -3.30
H 2.64 1.02 -3.76
H 3.25 0.98 -2.05
H 2.98 -0.56 -2.95
C 3.89 -3.16 -0.21
O 2.96 -2.16 0.26
C 1.89 -1.95 -0.53
O 1.57 -2.67 -1.46
H 4.12 -3.11 -1.27
H 3.53 -4.16 0.03
H 4.81 -2.98 0.35
*
```

These are the natural (NBO) partial charges, in e, on atoms 1 to 5: C -0.2259; C 0.1132; N -0.6698; C 0.1848; C -0.2693

Record 2
Molecular formula: C13H28NO5S
Method: DFT, ωB97M-V with the def2-TZVPD basis set

For the HOMO energy, the calculation gives -0.4406 Eh. For the LUMO energy, the calculation gives -2.9 eV. The energy relative to the best compared isomer or geometry (same formula, charge and spin) comes out at 2.8 kcal per mole.

Structure (ORCA input):
```
! wB97M-V def2-TZVPD RIJCOSX def2/J DEFGRID3
* xyz 1 1
C 5.21 -1.73 1.26
O 5.22 -0.32 1.30
C 3.97 0.30 1.16
C 3.41 0.23 -0.26
C 2.87 1.54 -0.84
C 1.98 2.40 0.06
C 0.52 1.96 0.09
C 0.30 0.73 0.98
C -0.86 -0.19 0.58
C -0.94 -0.67 -0.86
C -0.04 -1.94 -0.96
C 0.26 -2.34 0.49
N -0.66 -1.51 1.33
H 5.47 -2.13 2.24
H 4.22 -2.11 0.99
H 5.94 -2.08 0.53
H 3.27 -0.17 1.87
H 4.12 1.33 1.47
H 2.65 -0.56 -0.35
H 4.25 -0.10 -0.89
H 3.71 2.14 -1.20
H 2.29 1.30 -1.73
H 2.01 3.43 -0.32
H 2.35 2.45 1.08
H 0.18 1.78 -0.93
H -0.10 2.77 0.47
H 1.22 0.15 1.07
H 0.07 1.10 1.99
H -1.79 0.22 0.97
H -0.60 0.08 -1.56
H -1.96 -0.93 -1.09
H 0.87 -1.73 -1.50
H -0.60 -2.72 -1.45
H 0.11 -3.39 0.70
H 1.27 -2.08 0.78
H -0.24 -1.35 2.25
H -1.55 -1.97 1.50
C -5.71 -0.45 -1.40
C -6.14 0.97 -1.69
O -5.61 1.71 -0.56
S -4.24 1.09 -0.10
O -3.14 1.79 -0.67
O -4.28 0.87 1.31
O -4.38 -0.31 -0.86
H -6.34 -0.93 -0.65
H -5.65 -1.07 -2.29
H -7.21 1.10 -1.70
H -5.70 1.36 -2.60
*
```

These are the natural (NBO) partial charges, in e, on atoms 1 to 5: C -0.2524; O -0.5339; C -0.0584; C -0.4409; C -0.3991

Record 3
Molecular formula: C13H28NO8PS2
Method: DFT, ωB97M-V with the def2-TZVPD basis set

For the HOMO energy, the calculation gives -0.3483 Eh. The SMILES is CCOP(=O)(CCC[C@]1(S)OS(=O)(=O)O[C@]1(CN)CCCO)OCC. For the LUMO energy, the calculation gives 0.3 eV.

Structure (ORCA input):
```
! wB97M-V def2-TZVPD RIJCOSX def2/J DEFGRID3
* xyz 0 1
C 4.72 1.74 -1.49
C 3.63 2.58 -0.86
O 2.36 2.03 -1.26
P 1.02 2.62 -0.66
O 0.91 2.65 0.80
C -0.23 1.67 -1.55
C 0.17 0.23 -1.96
C -0.64 -0.94 -1.41
C -0.93 -0.92 0.09
S -2.44 0.03 0.52
O 0.17 -0.24 0.76
S 1.35 -1.26 1.11
O 2.40 -1.14 0.17
O 1.61 -1.16 2.51
O 0.54 -2.58 0.80
C -0.91 -2.32 0.77
C -1.40 -2.25 2.24
N -0.94 -3.33 3.10
C -1.49 -3.48 -0.03
C -3.00 -3.49 -0.28
C -3.88 -3.91 0.90
O -3.21 -4.86 1.71
O 0.97 4.09 -1.31
C 0.46 5.19 -0.52
C 1.55 5.83 0.33
H 4.63 1.74 -2.57
H 5.69 2.14 -1.21
H 4.65 0.71 -1.13
H 3.68 3.62 -1.19
H 3.69 2.54 0.23
H -1.11 1.68 -0.91
H -0.47 2.25 -2.44
H 1.22 0.06 -1.72
H 0.10 0.16 -3.05
H -0.04 -1.84 -1.60
H -1.58 -1.08 -1.96
H -2.87 0.13 -0.74
H -1.07 -1.31 2.68
H -2.49 -2.22 2.24
H 0.01 -3.16 3.39
H -0.98 -4.22 2.64
H -0.97 -3.52 -0.99
H -1.21 -4.39 0.50
H -3.17 -4.19 -1.10
H -3.34 -2.51 -0.63
H -4.17 -3.03 1.49
H -4.80 -4.35 0.51
H -3.39 -4.69 2.64
H -0.35 4.83 0.11
H 0.05 5.89 -1.25
H 1.55 5.43 1.34
H 1.42 6.91 0.37
H 2.52 5.63 -0.12
*
```

These are the natural (NBO) partial charges, in e, on atoms 1 to 5: C -0.6243; C -0.0636; O -0.8290; P 2.4002; O -1.1026

Record 4
Molecular formula: C13H29Br4N3O3
Method: DFT, ωB97M-V with the def2-TZVPD basis set

For the HOMO energy, the calculation gives -0.3098 Eh. The SMILES is CN(C)C=O.CN(C)C=O.CN(C)C=O.BrCCBr.BrCCBr. For the LUMO energy, the calculation gives 0.3 eV. The energy relative to the best compared isomer or geometry (same formula, charge and spin) comes out at 35.2 kcal per mole.

Structure (ORCA input):
```
! wB97M-V def2-TZVPD RIJCOSX def2/J DEFGRID3
* xyz 0 1
C -4.47 -1.83 11.74
N -3.83 -3.14 11.86
C -4.43 -4.23 11.10
C -2.76 -3.31 12.66
O -2.21 -4.39 12.84
H -5.49 -1.99 11.41
H -3.89 -1.14 11.12
H -4.52 -1.35 12.71
H -3.83 -5.12 11.25
H -5.45 -4.40 11.45
H -4.47 -3.94 10.05
H -2.40 -2.37 13.08
C -5.20 3.42 11.59
N -4.40 2.51 12.41
C -3.14 3.03 12.89
C -4.79 1.24 12.63
O -4.13 0.46 13.31
H -6.03 2.82 11.22
H -4.64 3.74 10.71
H -5.47 4.31 12.17
H -3.24 3.45 13.89
H -2.35 2.29 12.76
H -2.81 3.87 12.27
H -5.73 0.97 12.15
C -6.72 0.06 15.44
N -7.90 -0.73 15.09
C -9.02 -0.65 15.99
C -8.03 -1.27 13.84
O -7.14 -1.36 13.03
H -5.87 -0.11 14.80
H -6.44 -0.19 16.46
H -7.01 1.11 15.37
H -9.76 -1.40 15.71
H -8.70 -0.92 17.00
H -9.44 0.35 16.06
H -9.06 -1.60 13.63
Br -0.96 -1.20 15.33
C -2.85 -1.60 15.85
C -3.10 -1.00 17.22
Br -3.35 0.88 17.15
H -3.08 -2.66 15.82
H -3.43 -1.07 15.10
H -2.34 -1.34 17.93
H -3.96 -1.44 17.73
Br 0.39 4.72 9.13
C -1.48 4.15 8.89
C -1.53 2.63 9.00
Br -3.30 1.86 8.60
H -1.69 4.59 7.93
H -2.06 4.65 9.66
H -1.41 2.43 10.06
H -0.77 2.17 8.38
*
```

These are the natural (NBO) partial charges, in e, on atoms 1 to 5: C -0.4417; N -0.4290; C -0.4161; C 0.5214; O -0.6469

Record 5
Molecular formula: C13H29CaNO3
Method: DFT, ωB97M-V with the def2-TZVPD basis set

For the HOMO energy, the calculation gives -0.5246 Eh. For the LUMO energy, the calculation gives -9.6 eV.

Structure (ORCA input):
```
! wB97M-V def2-TZVPD RIJCOSX def2/J DEFGRID3
* xyz 2 1
C 1.45 -2.60 0.94
C -0.01 -2.81 0.58
C -0.10 -2.45 -0.90
C -1.33 -1.64 -1.29
C -1.71 -1.93 -2.75
C -1.09 -0.12 -1.00
C -2.27 0.51 -0.31
O -2.10 1.90 -0.34
C -3.21 2.64 0.16
C -3.35 2.59 1.68
O 0.04 0.14 -0.14
C 1.21 0.67 -0.73
C 2.16 1.18 0.37
C 3.60 1.19 -0.12
N 3.86 1.86 -1.38
O 2.12 0.40 1.58
C 1.15 0.89 2.51
H 1.56 -2.26 1.97
H 2.06 -3.51 0.73
H 1.84 -1.80 0.29
H -0.60 -2.12 1.20
H -0.33 -3.83 0.79
H 0.78 -1.87 -1.16
H -0.08 -3.37 -1.50
H -2.19 -1.94 -0.67
H -2.17 -1.06 -3.22
H -0.82 -2.21 -3.34
H -2.42 -2.75 -2.82
H -0.96 0.40 -1.96
H -3.20 0.21 -0.83
H -2.34 0.12 0.72
H -3.02 3.67 -0.16
H -4.13 2.30 -0.34
H -2.74 1.79 2.10
H -4.38 2.41 1.99
H -3.02 3.53 2.14
H 1.70 -0.11 -1.34
H 0.97 1.52 -1.37
H 1.89 2.21 0.63
H 4.23 1.63 0.66
H 3.90 0.14 -0.23
H 3.74 1.25 -2.19
H 3.32 2.71 -1.52
H 0.71 0.04 3.07
H 1.62 1.57 3.23
H 0.32 1.40 2.02
Ca 3.34 -2.50 2.28
*
```

These are the natural (NBO) partial charges, in e, on atoms 1 to 5: C -0.6543; C -0.4043; C -0.3780; C -0.2482; C -0.6087

Record 6
Molecular formula: C13H29ClIN2OP2PtSe
Method: DFT, ωB97M-V with the def2-TZVPD basis set

For the HOMO energy (alpha / beta), the calculation gives -0.6095 / -0.6722 Eh. For the LUMO energy (alpha / beta), the calculation gives -8.4 / -12.9 eV. The energy relative to the best compared isomer or geometry (same formula, charge and spin) comes out at 0.0 kcal per mole.

Structure (ORCA input):
```
! wB97M-V def2-TZVPD RIJCOSX def2/J DEFGRID3
* xyz 3 5
C -6.27 -0.05 -1.18
C -5.00 -0.32 -0.45
H -7.10 -0.44 -0.58
H -6.24 -0.55 -2.15
H -6.38 1.03 -1.32
O -4.76 -0.86 0.58
I -3.26 0.53 -1.68
Pt -0.90 0.18 -0.73
P -0.95 1.92 0.83
C 0.00 1.62 2.34
C -0.12 3.34 0.04
H -0.32 4.25 0.62
H -2.38 3.43 2.05
H -0.51 3.45 -0.98
H -3.13 2.91 0.50
H 0.98 1.18 2.10
H 0.95 3.14 -0.02
C -2.55 2.57 1.37
H 0.14 2.57 2.89
H -3.11 1.79 1.90
H -0.56 0.92 2.98
P -0.68 -2.07 -1.35
C 0.16 -3.06 -0.09
C -2.14 -3.02 -1.85
H 0.01 -1.47 -3.58
H 0.45 -3.18 -3.18
H 1.41 -1.81 -2.53
C 0.41 -2.15 -2.81
H -2.60 -2.56 -2.73
H -1.82 -4.05 -2.10
H 0.47 -4.02 -0.53
H -0.53 -3.25 0.74
H -2.87 -3.05 -1.03
H 1.03 -2.51 0.29
Cl -0.39 1.28 -2.88
C 3.30 2.58 1.18
N 3.47 1.15 1.33
C 4.44 0.57 2.15
C 4.52 -0.74 1.81
N 3.61 -0.96 0.79
C 3.61 -2.15 -0.03
C 2.93 0.19 0.52
Se 1.78 0.49 -0.94
H 4.20 3.08 1.58
H 2.42 2.93 1.74
H 3.18 2.82 0.12
H 5.03 1.17 2.82
H 5.19 -1.51 2.15
H 4.65 -2.41 -0.29
H 3.17 -2.98 0.53
H 3.04 -1.96 -0.95
*
```

These are the natural (NBO) partial charges, in e, on atoms 1 to 5: C -0.7555; C 0.5988; H 0.3003; H 0.2859; H 0.2849

Record 7
Molecular formula: C13H29FN2O5S
Method: DFT, ωB97M-V with the def2-TZVPD basis set

For the HOMO energy, the calculation gives 0.0892 Eh. For the LUMO energy, the calculation gives 3.6 eV.

Structure (ORCA input):
```
! wB97M-V def2-TZVPD RIJCOSX def2/J DEFGRID3
* xyz -2 1
C -2.60 -2.20 -0.50
C -1.78 -0.96 -0.09
N -0.45 -1.00 -0.68
N 0.03 0.25 -1.13
C 0.68 1.11 -0.09
C -0.11 2.40 0.13
C -0.12 2.94 1.57
C -0.39 1.90 2.67
C 0.89 1.33 3.28
C 0.62 0.18 4.25
C 0.62 -1.21 3.62
C 1.98 -1.72 3.15
O 2.22 -1.42 1.79
C 3.32 -0.60 1.49
S 1.06 -0.01 -2.40
O 2.16 -0.83 -1.99
O 1.32 1.23 -3.02
F 0.12 -0.85 -3.24
H -2.21 -2.58 -1.44
H -3.65 -1.94 -0.61
H -2.52 -2.97 0.27
H -2.26 -0.05 -0.44
H -1.71 -0.94 1.00
H 0.25 -1.48 -0.11
H 1.68 1.35 -0.43
H 0.76 0.49 0.80
H 0.35 3.16 -0.50
H -1.12 2.28 -0.26
H -0.91 3.69 1.62
H 0.80 3.47 1.80
H -0.96 2.38 3.47
H -0.99 1.08 2.28
H 1.38 2.15 3.82
H 1.56 1.04 2.48
H 1.37 0.20 5.05
H -0.35 0.34 4.74
H -0.06 -1.27 2.78
H 0.26 -1.91 4.38
H 2.79 -1.35 3.79
H 1.97 -2.81 3.24
H 3.62 0.02 2.34
H 4.17 -1.20 1.15
H 3.04 0.07 0.67
O -1.22 0.39 -7.73
C -2.18 -0.34 -7.12
C -2.02 -0.59 -5.55
O -3.00 -1.34 -4.96
H -2.30 -1.39 -7.52
H -3.22 0.08 -7.20
H -1.91 0.45 -5.13
H -0.99 -1.01 -5.47
*
```

These are the natural (NBO) partial charges, in e, on atoms 1 to 5: C -0.6194; C -0.2230; N -0.4676; N -0.5143; C -0.2626

Record 8
Molecular formula: C13H29N2O6RuSe2
Method: DFT, ωB97M-V with the def2-TZVPD basis set

For the HOMO energy (alpha / beta), the calculation gives -0.2477 / -0.2544 Eh. For the LUMO energy (alpha / beta), the calculation gives 0.4 / 0.4 eV. The energy relative to the best compared isomer or geometry (same formula, charge and spin) comes out at 28.8 kcal per mole.

Structure (ORCA input):
```
! wB97M-V def2-TZVPD RIJCOSX def2/J DEFGRID3
* xyz 0 2
Ru -0.21 -0.70 0.10
C 1.10 -1.03 3.90
Se -0.34 -1.97 3.01
C -1.70 -0.58 3.16
C -2.93 -0.98 2.38
Se -2.67 -1.20 0.44
C -3.72 0.38 -0.03
H 0.82 -0.80 4.93
H 1.33 -0.13 3.32
H 1.96 -1.69 3.89
H -1.27 0.34 2.78
H -1.96 -0.47 4.22
H -3.69 -0.20 2.48
H -3.35 -1.91 2.75
H -4.72 0.24 0.39
H -3.79 0.43 -1.11
H -3.23 1.26 0.37
C 5.55 -0.72 0.35
O 4.53 -1.57 0.89
C 3.40 -1.61 0.15
O 3.24 -1.06 -0.90
N 2.48 -2.42 0.79
N 1.27 -2.60 0.10
H 6.38 -0.78 1.04
H 5.18 0.30 0.27
H 5.84 -1.07 -0.64
H 2.89 -3.23 1.24
H 0.66 -3.17 0.67
H 1.42 -3.05 -0.80
C -0.70 4.55 0.44
O 0.45 3.70 0.54
C 0.18 2.44 0.88
O -0.93 2.02 1.12
H -1.21 4.61 1.40
H -1.38 4.17 -0.32
H -0.32 5.52 0.16
O 1.31 1.77 0.89
O 1.15 0.36 1.17
C 0.16 0.10 -4.02
C -0.81 -0.03 -2.84
C -2.01 -0.86 -3.29
C -1.25 1.37 -2.41
C -0.10 -0.74 -1.70
H -0.31 0.64 -4.85
H 0.47 -0.88 -4.38
H 1.06 0.65 -3.73
H -2.53 -0.38 -4.12
H -1.69 -1.85 -3.62
H -2.72 -1.01 -2.48
H -1.83 1.85 -3.21
H -0.37 1.99 -2.21
H -1.85 1.34 -1.51
H 0.76 -1.34 -2.06
*
```

These are the natural (NBO) partial charges, in e, on atoms 1 to 5: Ru 0.4758; C -0.7774; Se 0.2562; C -0.5824; C -0.5658

Record 9
Molecular formula: C13H29NO2
Method: DFT, ωB97M-V with the def2-TZVPD basis set

For the HOMO energy, the calculation gives -0.3259 Eh. The SMILES is CN(C)C(OCC(C)(C)C)OCC(C)(C)C. For the LUMO energy, the calculation gives 0.8 eV.

Structure (ORCA input):
```
! wB97M-V def2-TZVPD RIJCOSX def2/J DEFGRID3
* xyz 0 1
C -0.79 -2.51 -2.47
N -0.83 -1.03 -2.48
C -2.11 -0.54 -2.97
C -0.39 -0.36 -1.25
O 0.98 -0.51 -0.78
C 2.04 0.12 -1.58
C 2.78 1.24 -0.78
C 1.77 2.22 -0.14
C 3.85 0.78 0.31
C 3.56 2.11 -1.73
O -1.26 -0.73 -0.12
C -0.80 -0.36 1.31
C -1.94 -0.45 2.45
C -2.41 -1.95 2.30
C -1.47 -0.10 3.90
C -3.08 0.47 2.09
H -1.12 -2.83 -3.40
H 0.26 -2.95 -2.35
H -1.37 -2.93 -1.62
H -2.81 -0.54 -2.17
H -2.07 0.53 -3.35
H -2.38 -1.23 -3.78
H -0.56 0.72 -1.44
H 2.76 -0.68 -1.73
H 1.55 0.31 -2.56
H 2.10 3.26 0.00
H 0.86 2.30 -0.81
H 1.34 1.89 0.71
H 4.61 1.61 0.58
H 4.49 -0.11 0.00
H 3.32 0.45 1.25
H 4.02 1.54 -2.48
H 4.16 2.77 -1.10
H 2.92 2.75 -2.24
H -0.34 0.69 1.25
H 0.13 -0.90 1.58
H -2.63 -2.33 1.29
H -1.56 -2.51 2.64
H -3.32 -2.16 2.90
H -0.87 -0.89 4.28
H -0.84 0.82 3.94
H -2.36 0.03 4.51
H -3.21 0.41 1.01
H -2.96 1.52 2.53
H -4.00 0.04 2.51
*
```

These are the natural (NBO) partial charges, in e, on atoms 1 to 5: C -0.4196; N -0.4760; C -0.4078; C 0.5591; O -0.5768

| no. | total energy (hartree) | largest force on an atom (eV/A) |
| --- | --- | --- |
| 1 | -1660.84483 | 3.65 |
| 2 | -1341.00609 | 0.70 |
| 3 | -2306.62316 | 0.27 |
| 4 | -11198.76429 | 1.98 |
| 5 | -1470.11860 | 2.64 |
| 6 | -4657.79566 | 3.55 |
| 7 | -1496.23420 | 0.67 |
| 8 | -5971.25857 | 0.33 |
| 9 | -717.85224 | 3.13 |